Here is a structure of composition C51H42N4O5Os in a non-equilibrium geometry from the OMol25 dataset. Energies are from ωB97M-V/def2-TZVPD.

```
103
Properties=species:S:1:pos:R:3:forces:R:3:lowdin_spin:R:1
Os -1.1608 0.4884 0.1311 -0.29 -0.05 -0.55 1.3721
O -2.2126 1.9371 -0.7149 0.05 -0.24 0.42 0.1747
C -2.2744 3.2914 -0.3026 0.27 -0.04 -0.21 0.0196
C -2.6421 3.3804 1.2131 -0.02 -0.12 -0.05 0.0133
C -1.9531 2.3044 1.9680 0.56 -0.25 0.03 0.0702
C -0.5687 2.3540 2.3877 -1.36 0.24 2.16 0.0688
C -0.2446 1.3453 3.3607 0.26 0.65 -0.35 -0.0042
C -0.9049 0.1509 3.3123 -0.41 -0.45 -0.23 0.0525
C -2.0301 0.0150 2.4551 -0.15 0.36 0.18 -0.0007
C -2.9771 -1.1509 2.2748 0.18 0.08 -0.05 -0.0023
C -2.8947 -1.8589 0.8869 -0.11 -0.03 -0.21 0.0053
O -2.2875 -1.0809 -0.1505 -0.04 -0.37 0.10 0.1519
C -2.1033 -3.1681 0.9522 -0.06 -0.06 0.15 0.0025
C -2.1462 -4.0113 -0.1578 0.08 -0.09 -0.06 0.0007
C -1.3941 -5.1756 -0.2014 -0.03 0.07 0.04 -0.0001
C -0.5896 -5.5284 0.8788 -0.02 0.08 0.03 0.0003
C -0.5421 -4.6999 1.9895 -0.02 0.03 -0.07 0.0002
C -1.2916 -3.5256 2.0224 -0.02 -0.06 0.03 0.0006
C -4.3362 -2.1550 0.4496 0.07 0.05 0.10 0.0029
C -4.9718 -1.3096 -0.4497 -0.11 0.02 -0.07 0.0012
C -6.3028 -1.5243 -0.7932 0.05 -0.04 0.06 0.0002
C -7.0115 -2.5787 -0.2330 0.06 0.02 0.01 0.0001
C -6.3819 -3.4198 0.6764 0.05 0.03 -0.01 0.0002
C -5.0517 -3.2093 1.0140 0.00 0.03 -0.04 0.0003
N -2.6065 1.1526 1.9797 0.22 -0.06 -0.07 0.0046
C -3.3542 3.9671 -1.1490 -0.02 0.07 0.06 0.0008
C -4.1904 4.9505 -0.6298 -0.01 0.03 -0.11 -0.0001
C -5.1303 5.5820 -1.4392 0.05 -0.06 0.01 0.0002
C -5.2447 5.2357 -2.7767 0.08 -0.07 0.02 -0.0002
C -4.4065 4.2565 -3.3017 -0.03 0.05 0.05 0.0002
C -3.4675 3.6335 -2.4946 -0.07 0.02 -0.09 0.0004
C -0.9474 4.0249 -0.6134 -0.20 0.03 0.10 0.0056
C -0.6333 5.2415 -0.0167 0.15 0.05 -0.06 0.0007
C 0.5610 5.8945 -0.3131 -0.09 -0.07 0.02 0.0003
C 1.4530 5.3443 -1.2222 -0.06 -0.09 -0.02 -0.0003
C 1.1280 4.1455 -1.8496 -0.04 0.10 0.09 -0.0001
C -0.0645 3.5040 -1.5501 0.07 -0.01 -0.11 -0.0007
H -3.7109 3.1898 1.2921 -0.01 0.05 0.06 0.0001
H -2.4203 4.3675 1.6121 0.00 0.00 -0.02 0.0031
H -0.1341 3.3367 2.5146 0.20 -0.01 -0.23 0.0019
H 0.5840 1.4994 4.0394 0.01 -0.03 -0.04 -0.0006
H -0.5932 -0.6734 3.9461 -0.03 0.00 -0.08 0.0025
H -3.9626 -0.6992 2.3392 -0.08 -0.05 0.05 -0.0001
H -2.9152 -1.8964 3.0668 0.05 0.08 0.02 -0.0001
H -2.7698 -3.7390 -1.0012 0.01 0.00 0.02 0.0000
H -1.4416 -5.8128 -1.0757 0.00 0.00 0.01 0.0000
H -0.0099 -6.4429 0.8535 -0.01 0.02 0.00 0.0000
H 0.0862 -4.9592 2.8330 -0.01 0.01 0.00 0.0000
H -1.2121 -2.8822 2.8917 0.01 -0.09 -0.07 0.0001
H -4.4199 -0.4814 -0.8771 -0.02 -0.03 0.01 0.0003
H -6.7861 -0.8606 -1.4997 0.01 -0.01 0.01 0.0000
H -8.0475 -2.7452 -0.5010 0.02 0.01 0.00 0.0000
H -6.9252 -4.2448 1.1209 0.01 0.01 -0.01 0.0000
H -4.5631 -3.8775 1.7154 -0.01 0.01 -0.02 0.0000
H -4.1192 5.2349 0.4126 -0.03 0.02 -0.05 0.0000
H -5.7756 6.3431 -1.0171 0.02 -0.02 -0.01 0.0000
H -5.9781 5.7233 -3.4064 0.01 -0.01 0.01 0.0000
H -4.4830 3.9789 -4.3462 0.00 0.01 0.03 0.0000
H -2.8140 2.8779 -2.9105 -0.01 0.02 0.03 0.0001
H -1.3205 5.7100 0.6770 0.03 0.01 -0.01 0.0002
H 0.7847 6.8394 0.1678 0.00 -0.02 -0.01 0.0000
H 2.3843 5.8491 -1.4485 -0.02 -0.01 0.00 0.0000
H 1.8051 3.7027 -2.5702 -0.02 0.01 0.02 0.0000
H -0.2987 2.5681 -2.0353 0.01 0.04 -0.01 -0.0007
C 9.3643 -4.5208 -2.4362 -0.04 0.07 -0.02 0.0021
O 8.8431 -3.2020 -2.4920 0.10 -0.14 -0.12 0.0467
C 8.0950 -2.7774 -1.4493 -0.08 -0.02 0.20 0.0878
C 7.8437 -3.5328 -0.3033 0.03 -0.04 -0.01 -0.0101
C 7.0692 -3.0101 0.7173 -0.06 0.02 0.09 0.0995
C 6.5215 -1.7260 0.6168 0.05 0.29 -0.47 0.0356
C 6.7874 -0.9705 -0.5521 -0.08 -0.07 0.18 0.0875
C 7.5604 -1.4898 -1.5603 -0.01 0.05 -0.01 -0.0129
N 5.7271 -1.2597 1.6276 0.22 -0.57 0.30 0.6069
N 5.2984 -0.0515 1.6410 0.07 0.48 0.00 0.5586
C 4.0307 0.3370 1.4578 -0.35 -0.27 -0.16 0.0168
C 3.7687 1.7123 1.5961 -0.05 -0.08 -0.04 0.1625
C 2.5061 2.2417 1.3626 0.27 0.06 0.07 -0.0173
C 1.4639 1.4073 1.0376 -0.29 0.09 -0.12 0.1402
O 0.2181 1.8781 0.8457 0.88 -0.29 -1.07 0.1150
C 1.6558 0.0093 0.9411 0.21 0.06 0.01 0.0060
N 0.5620 -0.7312 0.5994 -0.15 0.16 -0.13 0.0418
C 0.7403 -1.9934 0.2740 -0.22 -0.07 -0.07 -0.0082
C 1.9711 -2.6360 0.3987 0.12 -0.13 0.04 0.0457
C 3.0604 -1.9355 0.8382 0.01 0.11 0.02 -0.0003
C 2.9341 -0.5563 1.0947 0.24 0.21 0.09 0.0452
H 9.8890 -4.6804 -3.3725 0.01 0.03 -0.03 -0.0002
H 8.5644 -5.2577 -2.3426 -0.03 -0.01 0.00 0.0006
H 10.0639 -4.6385 -1.6067 0.02 0.02 0.04 0.0007
H 8.2530 -4.5270 -0.1967 -0.01 0.02 0.01 -0.0031
H 6.8748 -3.5875 1.6132 0.01 0.01 -0.03 0.0055
H 6.3715 0.0256 -0.6313 0.02 -0.01 -0.03 0.0088
H 7.7683 -0.9185 -2.4563 0.00 -0.02 0.03 -0.0024
H 4.5982 2.3558 1.8570 0.00 -0.03 -0.01 0.0089
H 2.3337 3.3102 1.4139 -0.02 -0.03 -0.02 -0.0042
H -0.1156 -2.5189 -0.1177 -0.02 0.02 0.01 -0.0013
H 2.0428 -3.6851 0.1453 -0.03 0.05 0.01 0.0028
H 4.0127 -2.4263 0.9580 -0.02 -0.01 -0.02 0.0039
C -1.4870 -0.0867 -2.8390 -0.16 0.06 0.05 -0.0059
C -0.4284 0.1124 -1.7799 0.53 0.09 -0.04 -0.0182
O 0.7497 0.0330 -2.0606 -0.34 0.03 0.19 0.0080
H -1.0331 -0.2223 -3.8195 0.07 0.02 0.05 -0.0006
H -2.1622 0.7699 -2.8365 -0.03 -0.05 -0.01 -0.0007
H -2.0839 -0.9603 -2.5696 -0.01 0.02 0.02 -0.0004
```
Positions in Å, forces in eV/Å.

Results
HOMO (spin up / spin down)	-6.91 / -7.94	eV
ΔE to the lowest compared entry with this formula, charge and spin	46.3	kcal per mole
calculated total energy	-72229.77375	eV
2S+1	5

Here is the ion C2H2N4P with charge +1 in a non-equilibrium geometry from the OMol25 dataset. Energies are from ωB97M-V/def2-TZVPD.

```
9
Properties=species:S:1:pos:R:3:forces:R:3:mulliken_charge:R:1
N 2.3479 1.6171 -0.7321 -1.53 -1.78 1.73 0.0951
N 1.7596 0.9211 -0.0846 2.60 2.55 -3.30 0.3104
P 1.0027 -0.1706 0.9856 -2.59 -0.01 1.64 0.3151
C -0.6851 0.4396 0.4222 1.24 0.60 0.72 -0.2479
C -1.2885 -0.5372 -0.2450 1.42 1.41 1.12 -0.0772
N -0.4586 -1.6993 -0.4148 -2.86 -0.45 -0.88 -0.0754
N 0.6528 -1.6671 0.0022 2.92 -0.81 -0.14 -0.1573
H -1.0540 1.4519 0.6173 -0.04 -0.59 0.05 0.4103
H -2.2768 -0.3555 -0.5509 -1.14 -0.92 -0.92 0.4268
```
Positions in Å, forces in eV/Å.

Results
HOMO	-14.50	eV
total charge	+1
SMILES	N#[N+]p1ccnn1
ΔE to the lowest compared entry with this formula, charge and spin	6.5	kcal per mole
calculated total energy	-17344.32972	eV

Here is a structure of composition C56H49CuO4P2S2 from the OMol25 dataset. Energies are from ωB97M-V/def2-TZVPD.

```
114
Properties=species:S:1:pos:R:3:forces:R:3:lowdin_spin:R:1
Cu -0.0338 0.0029 0.2994 -0.31 -0.11 -0.23 0.5385
C 7.3161 -0.4276 -2.8439 0.01 0.01 0.00 -0.0001
C 6.0878 -0.4710 -1.9816 -0.04 -0.01 -0.03 -0.0006
C 6.1968 -0.4576 -0.5886 -0.01 0.01 0.02 0.0012
C 5.0739 -0.4762 0.2156 -0.03 0.00 0.04 0.0033
C 3.8215 -0.5097 -0.3881 -0.06 0.00 -0.16 0.0147
C 3.6808 -0.5134 -1.7663 -0.02 0.04 0.03 0.0001
C 4.8202 -0.4989 -2.5561 0.04 -0.02 0.00 0.0000
S 2.3780 -0.4582 0.6297 -0.14 0.22 0.31 0.0626
O 2.4583 0.7167 1.5299 0.34 0.08 0.02 0.0039
C 2.5504 -1.9487 1.5831 -0.11 -0.02 -0.01 0.0037
C 2.7475 -3.1291 0.8293 0.03 -0.02 -0.03 0.0014
C 2.7218 -4.3370 1.4516 -0.01 -0.02 0.00 -0.0010
C 2.4440 -4.4280 2.8373 -0.01 0.04 0.02 0.0012
C 2.3572 -5.6843 3.4834 0.01 0.00 -0.01 -0.0004
C 2.0719 -5.7613 4.8147 0.00 -0.01 0.01 0.0012
C 1.8613 -4.5834 5.5624 -0.01 0.00 0.00 -0.0003
C 1.9498 -3.3573 4.9700 0.01 0.01 -0.01 0.0008
C 2.2426 -3.2423 3.5866 -0.01 -0.03 -0.02 0.0004
C 2.3298 -1.9648 2.9389 0.01 0.05 0.03 0.0038
C 2.3465 -0.7691 3.8465 -0.11 0.02 0.04 0.0002
C 3.5620 -0.5385 4.5608 -0.01 0.02 0.01 0.0002
C 4.7461 -1.2733 4.2924 0.03 -0.01 0.01 0.0000
C 5.8988 -1.0145 4.9767 -0.01 -0.02 -0.02 0.0000
C 5.9304 -0.0148 5.9720 0.00 0.00 0.00 0.0000
C 4.8051 0.7008 6.2578 0.02 0.02 0.03 0.0000
C 3.5952 0.4595 5.5628 0.01 -0.02 -0.02 0.0000
C 2.4186 1.1885 5.8618 0.00 0.03 0.01 0.0001
C 1.2751 0.9784 5.1567 -0.01 -0.02 0.02 -0.0001
C 1.2535 0.0114 4.1278 0.06 -0.08 -0.06 -0.0002
S -0.2062 -0.1894 3.1120 0.05 0.09 0.04 -0.0013
O -1.2164 -1.0092 3.8246 0.01 0.00 -0.09 -0.0002
C -0.7821 1.5049 3.0899 0.09 -0.03 0.00 -0.0006
C -2.1234 1.7332 3.3238 -0.04 -0.01 0.01 0.0000
C -2.6216 3.0217 3.1727 0.01 0.00 0.00 -0.0001
C -1.7945 4.0732 2.7900 0.03 0.00 -0.01 0.0001
C -2.3312 5.4698 2.6437 0.01 0.01 0.01 0.0000
C -0.4422 3.8099 2.5587 -0.01 0.01 0.01 -0.0001
C 0.0699 2.5322 2.7009 0.02 0.05 0.00 -0.0003
H 8.1830 -0.8259 -2.3195 0.00 0.00 0.00 0.0000
H 7.5436 0.6028 -3.1252 0.01 0.00 0.00 0.0000
H 7.1738 -0.9959 -3.7620 0.00 0.00 0.00 0.0000
H 7.1790 -0.4335 -0.1331 0.00 0.00 0.00 0.0002
H 5.1608 -0.4573 1.2964 0.00 -0.01 0.00 0.0001
H 2.6965 -0.5233 -2.2175 0.08 0.03 0.02 -0.0001
H 4.7214 -0.5084 -3.6349 0.00 0.00 -0.01 0.0000
H 2.9291 -3.0607 -0.2373 0.00 -0.02 0.01 0.0000
H 2.8907 -5.2461 0.8873 0.00 0.01 0.00 -0.0001
H 2.5181 -6.5820 2.8991 0.00 0.00 0.00 0.0000
H 2.0028 -6.7248 5.3018 0.00 0.00 0.00 0.0001
H 1.6240 -4.6535 6.6154 0.00 -0.01 0.00 0.0000
H 1.7761 -2.4640 5.5539 0.00 -0.01 0.00 0.0000
H 4.7322 -2.0516 3.5398 0.02 0.00 0.00 0.0000
H 6.7933 -1.5844 4.7617 0.00 0.00 0.00 0.0000
H 6.8492 0.1772 6.5098 0.00 0.00 0.00 0.0000
H 4.8198 1.4662 7.0239 -0.01 0.00 0.00 0.0000
H 2.4458 1.9246 6.6556 0.00 0.00 0.00 0.0000
H 0.3804 1.5482 5.3696 0.02 0.00 0.01 0.0000
H -2.7634 0.9074 3.6059 -0.01 0.01 0.00 0.0001
H -3.6738 3.2082 3.3488 0.00 0.00 0.00 0.0000
H -3.4031 5.4658 2.4528 -0.01 0.00 0.00 0.0000
H -1.8348 5.9974 1.8284 0.00 0.00 -0.01 0.0000
H -2.1581 6.0446 3.5559 -0.01 0.00 0.00 0.0000
H 0.2190 4.6166 2.2589 -0.02 -0.01 0.00 0.0000
H 1.1207 2.3375 2.5189 -0.06 0.01 0.00 0.0000
O -3.5245 1.0521 -1.0254 0.12 -0.03 0.11 0.0275
C -2.4562 1.2307 -0.4835 -0.09 0.04 -0.01 0.0057
O -1.9261 0.4268 0.4058 0.15 -0.05 -0.12 0.1297
C -1.6319 2.4876 -0.7778 -0.02 -0.06 0.07 -0.0017
P 0.1332 2.0589 -0.8259 0.13 0.16 -0.04 0.0439
C 1.0365 3.5944 -0.4890 -0.04 -0.03 -0.01 0.0088
C 0.4692 4.8081 -0.8799 0.01 -0.01 -0.03 0.0026
C 1.1321 5.9979 -0.6289 0.00 0.01 0.00 0.0005
C 2.3677 5.9845 0.0070 -0.02 0.00 -0.01 0.0006
C 2.9399 4.7796 0.3853 0.00 0.00 0.02 -0.0002
C 2.2765 3.5839 0.1421 0.01 -0.04 0.01 0.0013
C 0.4755 1.6853 -2.5731 0.03 -0.06 0.03 0.0079
C -0.4714 0.9939 -3.3312 0.00 0.00 0.03 0.0050
C -0.1757 0.6115 -4.6316 -0.02 -0.01 0.01 -0.0006
C 1.0636 0.9108 -5.1805 0.03 0.01 -0.02 0.0050
C 2.0071 1.5998 -4.4304 0.01 0.01 -0.01 -0.0004
C 1.7174 1.9853 -3.1299 -0.04 -0.01 0.02 0.0046
H -1.7670 3.1526 0.0809 0.00 0.01 0.00 -0.0003
H -1.9834 2.9776 -1.6828 -0.01 0.02 0.00 0.0005
H -0.4906 4.8305 -1.3810 0.00 0.01 0.01 0.0002
H 0.6862 6.9360 -0.9321 0.00 0.00 0.00 0.0001
H 2.8820 6.9154 0.2062 0.00 0.00 0.00 0.0000
H 3.9012 4.7661 0.8821 0.00 0.00 0.00 0.0000
H 2.7127 2.6486 0.4669 -0.01 0.00 0.01 0.0002
H -1.4473 0.7614 -2.9173 -0.01 0.01 -0.01 0.0003
H -0.9175 0.0864 -5.2188 -0.01 0.00 0.01 -0.0001
H 1.2886 0.6200 -6.1982 0.00 0.00 0.00 0.0003
H 2.9678 1.8504 -4.8620 0.00 0.00 0.00 -0.0001
H 2.4533 2.5292 -2.5498 0.02 0.01 -0.01 0.0002
C -2.4316 -2.1831 -0.7997 0.03 0.03 -0.03 0.0089
P -0.7856 -2.1798 -0.0447 0.00 -0.24 -0.14 0.0760
C -0.9526 -3.2181 1.4272 0.00 0.01 -0.02 0.0098
C 0.2289 -3.1106 -1.2310 -0.04 -0.05 0.06 0.0144
C 0.4230 -4.4872 -1.1322 -0.01 0.05 -0.01 0.0046
C 1.2023 -5.1508 -2.0661 0.02 -0.02 -0.02 0.0005
C 1.7939 -4.4482 -3.1089 0.01 -0.02 0.01 0.0020
C 1.5941 -3.0806 -3.2226 -0.01 0.01 -0.02 -0.0003
C 0.8156 -2.4171 -2.2857 -0.04 0.06 0.02 0.0027
H -2.7427 -3.2093 -0.9980 0.02 -0.01 -0.01 0.0030
H -2.4075 -1.6201 -1.7328 -0.01 -0.02 -0.01 0.0001
H -3.1284 -1.6841 -0.1334 -0.07 0.02 0.04 -0.0001
H -1.4899 -4.1373 1.1914 0.01 -0.01 -0.02 0.0028
H -1.5064 -2.6677 2.1887 0.01 0.04 0.02 0.0002
H 0.0324 -3.4588 1.8245 0.03 -0.02 0.05 0.0001
H -0.0231 -5.0445 -0.3191 0.00 -0.01 0.02 0.0003
H 1.3482 -6.2202 -1.9834 0.00 0.00 0.00 0.0001
H 2.4035 -4.9699 -3.8349 0.00 0.00 0.00 0.0001
H 2.0405 -2.5293 -4.0407 0.01 0.00 0.00 -0.0001
H 0.6591 -1.3446 -2.3809 -0.03 -0.06 0.00 0.0005
```
Positions in Å, forces in eV/Å.

Results
HOMO (spin up / spin down)	-10.58 / -10.58	eV
total charge	+1
ΔE to the lowest compared entry with this formula, charge and spin	5.5	kcal per mole
calculated total energy	-151941.44387	eV
2S+1	2

Here is an isolated molecule of C2H3NO3 in a non-equilibrium geometry from the OMol25 dataset. Energies are from ωB97M-V/def2-TZVPD.

```
9
Properties=species:S:1:pos:R:3:forces:R:3:mulliken_charge:R:1
O -2.3269 -0.6625 -0.1941 5.72 3.54 2.81 -0.5497
C -1.2289 0.0267 0.1635 -5.03 -5.64 -3.70 0.5943
O -1.2680 1.3190 0.0383 3.31 1.48 -0.19 -0.4457
C 0.0376 -0.8854 0.2189 -2.41 -2.93 -1.53 0.0162
N 1.2653 -0.7138 -0.0710 -1.60 -6.23 1.46 -0.3131
O 1.5238 0.4806 -0.1477 6.17 10.51 0.83 -0.3825
H -0.2922 1.6024 -0.1711 -2.29 -0.38 0.86 0.3931
H -0.2678 -1.9586 -0.0257 0.14 1.59 1.12 0.3083
H 2.5572 0.7915 0.1888 -4.02 -1.95 -1.66 0.3789
```
Positions in Å, forces in eV/Å.

Results
HOMO	-10.09	eV
SMILES	O=C(O)/C=N\O
ΔE to the lowest compared entry with this formula, charge and spin	121.1	kcal per mole
calculated total energy	-9750.83705	eV

Here is a cluster of 2 separate species, C14H16BCl4NO2 in total in a non-equilibrium geometry from the OMol25 dataset. Energies are from ωB97M-V/def2-TZVPD.

```
38
Properties=species:S:1:pos:R:3:forces:R:3:mulliken_charge:R:1
Cl -2.3408 0.2256 -5.1504 -0.07 -0.09 0.47 -0.2941
B -2.6893 0.5064 -3.3629 -0.44 1.58 -0.68 0.7038
Cl -1.7563 1.9970 -2.7085 -0.27 -0.61 -0.04 -0.2416
Cl -4.5263 0.6995 -3.0283 0.53 -0.22 0.04 -0.3051
O -2.2028 -0.7036 -2.6303 0.32 -1.07 2.37 -0.4885
C -2.2483 -0.8398 -1.3612 -0.04 -0.07 -1.90 -0.1630
C -1.7745 -2.0382 -0.7306 0.24 -0.55 0.14 0.6672
C -1.9106 -2.1273 0.6699 0.09 -0.08 -0.36 -0.4202
C -1.4722 -3.2547 1.3513 0.09 -0.15 -0.11 -0.7681
C -0.8881 -4.3112 0.6331 -0.37 0.93 -0.37 0.4548
Cl -0.3282 -5.6974 1.4713 0.01 -0.04 0.01 -0.1735
C -0.7570 -4.2412 -0.7654 -0.09 0.15 0.07 -0.6249
C -1.1998 -3.1191 -1.4528 -0.13 0.22 0.46 -0.3787
H -2.6858 -0.0543 -0.7394 0.07 0.12 -0.24 0.3298
H -2.3774 -1.2907 1.1911 0.17 -0.27 0.04 0.3988
H -1.5728 -3.3306 2.4311 0.02 0.01 -0.23 0.4101
H -0.3064 -5.0767 -1.2924 -0.09 0.15 0.05 0.4029
H -1.1143 -3.0587 -2.5364 0.01 0.01 0.25 0.4807
C -1.1613 3.3362 2.3930 -0.18 0.13 0.09 -1.0196
C -0.1956 2.9285 1.3151 0.34 0.01 -0.58 0.6146
N 0.7685 2.0090 1.7087 -1.33 0.58 0.58 -0.1286
C 1.7579 1.5437 0.8879 1.51 -0.38 -1.57 0.1687
C 1.9308 1.7802 -0.4321 -0.38 0.22 0.66 -0.5082
C 3.1921 1.1940 -0.9637 0.41 -0.76 0.49 -0.5437
C 3.8926 0.6185 0.3126 0.15 0.24 -0.21 -0.6686
C 2.8569 0.6566 1.4587 -0.22 -0.05 -0.31 -0.5813
O -0.2574 3.3756 0.1804 -0.06 -0.34 0.99 -0.5696
H -0.9265 2.9082 3.3704 -0.06 0.05 -0.08 0.2740
H -1.1476 4.4291 2.4597 -0.09 -0.22 0.01 0.3006
H -2.1653 3.0217 2.0867 0.16 0.13 0.10 0.2628
H 0.7726 1.7242 2.6799 0.03 0.09 -0.32 0.2488
H 1.2479 2.3388 -1.0568 0.08 -0.04 0.18 0.4860
H 2.9875 0.3843 -1.6772 0.02 0.18 -0.03 0.2325
H 3.8376 1.9207 -1.4725 -0.23 -0.08 0.05 0.3092
H 4.2652 -0.3947 0.1366 0.06 0.19 0.10 0.3158
H 4.7422 1.2621 0.5708 -0.11 -0.23 -0.04 0.2489
H 3.2831 1.0356 2.3983 -0.14 -0.03 -0.18 0.3312
H 2.4695 -0.3575 1.6543 -0.01 0.27 0.08 0.2364
```
Positions in Å, forces in eV/Å.

Results
HOMO	-8.22	eV
calculated total energy	-71132.46052	eV